# 1
This record from OMol25 describes a 2-piece molecular cluster, C26H26NO2 overall in a non-equilibrium geometry. The level of theory is ωB97M-V/def2-TZVPD.

Each line ends with the Mulliken charge.
Positions of all 55 atoms, in Å:
C -5.44 3.20 1.50  -0.8207
O -5.42 1.76 1.48  -0.4264
C -4.22 1.13 1.46  0.8894
C -4.23 -0.29 1.40  -0.8553
C -3.05 -0.98 1.28  -0.3443
C -1.80 -0.30 1.23  0.4426
C -0.58 -1.03 1.03  -0.4597
C 0.66 -0.38 1.00  -0.1536
C 1.87 -0.99 1.32  -0.3707
C 3.10 -0.28 1.44  0.6223
C 4.34 -0.97 1.49  -0.6512
C 5.54 -0.29 1.50  -0.6375
C 5.55 1.13 1.50  0.9003
O 6.77 1.73 1.49  -0.4254
C 6.82 3.18 1.51  -0.8106
C 4.33 1.84 1.52  -0.4079
C 3.14 1.14 1.51  -0.8008
C -1.81 1.11 1.39  -0.6972
C -2.99 1.82 1.48  -0.6317
H -6.50 3.45 1.50  0.2426
H -4.95 3.59 2.41  0.3449
H -4.94 3.62 0.61  0.3588
H -5.19 -0.79 1.44  0.4444
H -3.06 -2.07 1.24  0.3456
H -0.62 -2.11 1.20  0.5509
H 0.69 0.66 0.67  0.4312
H 1.89 -2.07 1.49  0.4205
H 4.34 -2.05 1.49  0.3830
H 6.50 -0.80 1.50  0.4326
H 7.89 3.40 1.51  0.2431
H 6.34 3.60 0.62  0.3447
H 6.35 3.58 2.42  0.3455
H 4.33 2.93 1.53  0.3975
H 2.20 1.70 1.57  0.4375
H -0.87 1.65 1.46  0.4142
H -2.97 2.91 1.56  0.4117
C -2.15 -4.35 -0.96  -1.5002
C -1.72 -3.09 -1.61  -0.1061
C -0.65 -2.24 -1.33  -0.5451
C -0.62 -1.23 -2.35  1.0625
C -1.77 -1.46 -3.17  -0.2980
N -2.39 -2.60 -2.69  0.0416
C -2.00 -0.76 -4.35  -0.7467
C -1.08 0.25 -4.69  -0.5261
C 0.05 0.49 -3.89  -0.6151
C 0.29 -0.24 -2.72  -0.5076
H -1.43 -4.62 -0.19  0.2954
H -3.14 -4.23 -0.50  0.3244
H -2.22 -5.17 -1.69  0.4360
H 0.19 -2.48 -0.68  0.9511
H -3.20 -3.05 -3.11  0.2172
H -2.87 -1.00 -4.96  0.3816
H -1.25 0.85 -5.59  0.3803
H 0.76 1.26 -4.20  0.3772
H 1.18 -0.10 -2.10  0.4671

Properties
highest occupied orbital energy	-10.17	eV
total charge	+1
LUMO energy	-4.8	eV
relative energy (zero: lowest compared OMol25 entry of this formula, charge and spin)	8.18	kcal/mol
orbital gap	5.35	eV

---

# 2
This record from OMol25 describes C37H36F3FeN4O7STe as an isolated structure in a non-equilibrium geometry. The level of theory is ωB97M-V/def2-TZVPD.

Each line ends with the Mulliken charge.
Positions of all 90 atoms, in Å:
Fe -1.25 -1.59 0.21  1.3390
O 3.67 -1.03 -0.66  -0.2479
C 3.87 -2.05 0.21  0.8031
C 5.15 -2.43 0.60  -0.8798
C 5.33 -3.52 1.45  -0.4753
C 4.24 -4.24 1.89  -0.7465
C 2.96 -3.85 1.51  -0.6078
C 2.76 -2.75 0.69  0.1940
C 1.34 -2.27 0.47  1.0092
O 0.44 -3.13 0.24  -0.8734
O 1.10 -1.06 0.58  -0.4071
H 4.50 -0.58 -0.83  0.2395
H 6.00 -1.87 0.23  0.2917
H 6.34 -3.80 1.74  0.3556
H 4.38 -5.10 2.54  0.3807
H 2.09 -4.39 1.86  0.4105
F -2.70 -3.49 -0.88  -0.3103
C -3.23 -2.19 -0.59  -0.1012
F -4.37 -2.11 -1.28  -0.3065
F -3.68 -2.40 0.76  -0.2774
O -2.74 -3.40 10.47  -0.6975
S -1.53 -3.72 9.74  1.1869
O -1.67 -4.79 8.77  -0.6751
O -0.32 -3.76 10.54  -0.6958
C -1.25 -2.21 8.73  0.1361
N -1.12 -1.08 9.42  -0.5167
C -0.85 0.00 8.70  -0.3085
C -0.74 -0.02 7.32  -0.6174
C -0.94 -1.24 6.70  0.2063
N -1.18 -2.34 7.41  -0.3929
C -0.93 -1.38 5.21  1.5196
C -1.51 -2.50 4.62  -0.5613
C -1.57 -2.57 3.24  -1.1305
N -1.09 -1.62 2.44  0.7950
C -0.47 -0.58 3.00  -0.9924
C -0.37 -0.42 4.37  -1.0976
H -0.72 0.93 9.25  0.4049
H -0.55 0.89 6.76  0.3183
H -1.91 -3.28 5.25  0.6095
H -2.02 -3.42 2.74  0.4523
H -0.06 0.15 2.32  0.6112
H 0.15 0.44 4.77  0.3419
C -2.91 1.17 1.42  -1.2760
C -1.68 1.51 0.57  0.5576
O -1.17 2.64 0.71  -0.6933
N -1.31 0.56 -0.29  0.3816
Te 0.40 1.20 -1.43  0.0530
C 1.22 2.79 -2.91  -0.3874
C 1.20 4.16 -2.62  1.2393
C 0.48 4.72 -1.41  -1.7607
C 1.86 5.06 -3.46  -0.8491
C 2.57 4.64 -4.57  0.8705
C 3.29 5.62 -5.45  -1.5482
C 2.62 3.28 -4.83  -0.8994
C 1.96 2.35 -4.02  1.1403
C 2.10 0.89 -4.38  -1.0977
C -0.91 0.62 -3.03  0.1150
C -0.88 -0.69 -3.53  1.0953
C 0.05 -1.77 -3.02  -1.7487
C -1.78 -1.06 -4.54  -0.9581
C -2.72 -0.18 -5.03  1.0553
C -3.70 -0.59 -6.10  -1.6792
C -2.77 1.10 -4.49  -0.8024
C -1.90 1.51 -3.49  1.0384
C -2.06 2.90 -2.93  -1.6063
H -3.40 2.09 1.73  0.4584
H -2.61 0.62 2.31  0.1221
H -3.60 0.54 0.85  0.1886
H 0.09 3.94 -0.76  0.1344
H -0.36 5.36 -1.71  0.2854
H 1.16 5.34 -0.82  0.4947
H 1.82 6.12 -3.22  0.2919
H 3.02 6.65 -5.21  0.3462
H 3.06 5.45 -6.51  0.3494
H 4.38 5.53 -5.34  0.3009
H 3.19 2.92 -5.68  0.3077
H 2.85 0.75 -5.17  0.3890
H 1.15 0.49 -4.75  0.1075
H 2.39 0.29 -3.52  0.0175
H 0.78 -1.37 -2.31  -0.2040
H 0.59 -2.25 -3.83  0.5893
H -0.52 -2.54 -2.50  0.3622
H -1.75 -2.07 -4.92  0.2766
H -3.50 -1.61 -6.45  0.3589
H -3.65 0.08 -6.96  0.3555
H -4.72 -0.56 -5.71  0.3413
H -3.53 1.80 -4.84  0.3991
H -3.10 3.23 -3.04  0.4635
H -1.42 3.61 -3.47  0.2472
H -1.79 2.95 -1.88  0.0907

Properties
spin multiplicity	6
highest occupied orbital energy (alpha / beta)	-2.29 / -3.61	eV
total charge	-2
LUMO energy (alpha / beta)	3.4 / 3.4	eV
relative energy (zero: lowest compared OMol25 entry of this formula, charge and spin)	6.58	kcal/mol
orbital gap (alpha / beta)	5.73 / 7.04	eV
expectation value of S²	8.765

---

# 3
This record from OMol25 describes a 9-piece molecular cluster, C32H61Cl16F3NO2 overall in a non-equilibrium geometry. The level of theory is ωB97M-V/def2-TZVPD.

Each line ends with the Mulliken charge.
Positions of all 115 atoms, in Å:
C 2.57 -2.86 -0.42  -0.7488
C 1.56 -2.24 0.69  -0.2098
C 0.50 -1.11 0.17  -0.0058
C 1.35 0.18 -0.40  -0.3223
C -0.67 -1.67 -0.87  1.8133
C -0.60 -0.92 -2.37  -0.6025
C 0.64 -1.42 -3.31  0.1769
O 0.06 -2.07 -4.54  -0.5412
C 1.64 -0.26 -3.87  0.6764
F 1.35 1.12 -3.43  -0.2179
F 1.58 -0.24 -5.38  -0.2924
F 3.09 -0.55 -3.56  -0.2716
C -2.09 -1.18 -0.21  -0.9303
C -3.45 -1.89 -0.75  0.6451
C -4.55 -1.69 0.50  -0.4789
C -4.20 -1.06 -2.00  -1.0279
N -3.41 -3.37 -0.99  1.3289
O -3.88 -4.10 0.03  -0.5822
C -2.15 -3.91 -1.59  0.4071
C -2.12 -5.52 -1.14  -1.0111
C -2.17 -3.99 -3.26  -0.2989
C -0.75 -3.30 -0.98  -1.1772
H 2.14 -3.86 -0.92  0.1994
H 3.54 -3.23 0.17  0.3497
H 2.96 -2.12 -1.24  0.0775
H 1.06 -3.15 1.28  0.3068
H 2.24 -1.70 1.51  0.0484
H -0.04 -0.70 1.15  0.0418
H 2.21 -0.08 -1.15  0.0452
H 0.65 1.07 -0.80  0.1251
H 1.89 0.65 0.55  -0.0419
H -0.73 0.24 -2.26  0.3542
H -1.59 -1.29 -2.92  0.0282
H 1.32 -2.26 -2.83  -0.0544
H -0.66 -1.45 -4.92  0.3921
H -2.13 -1.26 0.98  0.3443
H -2.18 -0.01 -0.43  -0.5834
H -5.60 -2.15 0.25  -0.1022
H -4.72 -0.51 0.54  0.0699
H -4.11 -1.99 1.54  0.2579
H -3.77 -1.34 -3.06  0.2672
H -4.04 0.09 -1.83  0.1394
H -5.34 -1.34 -2.02  0.2873
H -1.80 -5.68 -0.02  0.2711
H -3.10 -6.09 -1.46  0.2090
H -1.24 -5.99 -1.80  0.2844
H -1.08 -4.28 -3.61  0.2414
H -2.60 -3.03 -3.76  0.1499
H -2.85 -4.92 -3.52  -0.4118
H 0.12 -3.69 -1.71  0.0441
H -0.60 -3.86 0.06  0.2596
Cl 2.93 0.60 3.16  -0.1029
C 4.62 0.39 3.68  -0.5376
C 5.56 0.17 2.50  0.1613
Cl 5.30 -1.40 1.71  -0.1707
H 4.66 -0.44 4.38  0.3672
H 4.90 1.31 4.21  0.3162
H 6.60 0.19 2.84  0.3437
H 5.45 0.96 1.74  -0.3377
Cl -5.93 -3.51 3.47  -0.1586
C -7.50 -4.16 2.93  -0.4776
C -7.81 -3.79 1.49  -0.1554
Cl -8.12 -2.05 1.28  -0.1888
H -8.27 -3.78 3.62  0.3419
H -7.45 -5.24 3.04  0.2908
H -8.71 -4.31 1.16  0.3739
H -6.99 -4.07 0.82  -0.0002
Cl 9.61 1.35 2.12  -0.2087
C 9.29 3.09 1.91  -0.1769
C 8.40 3.65 3.01  -0.0922
Cl 6.73 3.03 2.90  -0.1333
H 8.86 3.24 0.92  0.3064
H 10.27 3.59 1.93  0.0519
H 8.34 4.74 2.92  -0.1463
H 8.79 3.41 4.00  0.3956
Cl -3.92 -7.08 -4.06  -0.1322
C -5.68 -7.22 -3.88  -0.4241
C -6.34 -5.88 -3.59  -0.6883
Cl -5.93 -5.27 -1.97  -0.0347
H -5.89 -7.95 -3.09  0.3035
H -6.06 -7.63 -4.83  0.3560
H -7.43 -5.99 -3.63  0.3838
H -6.05 -5.12 -4.33  0.2961
Cl 11.11 5.76 2.52  -0.1873
C 10.79 7.50 2.31  -0.4908
C 9.90 8.06 3.40  -0.4361
Cl 8.23 7.44 3.29  -0.1827
H 10.36 7.64 1.31  0.2886
H 11.77 8.00 2.33  0.3586
H 9.84 9.15 3.31  0.3262
H 10.29 7.82 4.40  0.3103
Cl -0.89 2.01 2.06  -0.1038
C -1.77 3.54 1.81  -0.5096
C -2.98 3.36 0.92  -0.3534
Cl -2.53 3.00 -0.77  -0.1933
H -1.06 4.27 1.40  0.2972
H -2.08 3.89 2.80  0.3120
H -3.56 4.29 0.90  0.1729
H -3.63 2.56 1.27  0.3284
Cl -5.58 4.63 2.15  -0.1465
C -7.06 4.64 1.16  -0.4244
C -6.78 4.33 -0.30  -0.4021
Cl -5.87 5.63 -1.11  -0.1766
H -7.54 5.62 1.28  0.3343
H -7.73 3.89 1.58  0.2970
H -7.73 4.22 -0.84  0.3588
H -6.22 3.40 -0.41  0.2023
Cl 5.11 2.65 -0.24  -0.1630
C 4.79 4.39 -0.45  -0.5026
C 3.90 4.95 0.64  -0.4732
Cl 2.23 4.33 0.53  -0.0998
H 4.36 4.54 -1.45  0.3737
H 5.77 4.89 -0.43  0.2945
H 3.84 6.04 0.55  0.3450
H 4.29 4.71 1.64  0.1939

Properties
spin multiplicity	2
highest occupied orbital energy (alpha / beta)	-8.15 / -9.09	eV
LUMO energy (alpha / beta)	0.3 / 0.3	eV
orbital gap (alpha / beta)	8.49 / 9.43	eV
expectation value of S²	0.755

---

Calculated total energy list, top to bottom, in a.u.: -1211.313585, -4406.855401, -9123.476210